1.
{"formula": "C4H15N2O2S", "method": "ωB97M-V/def2-TZVPD", "symbols": ["N", "H", "H", "H", "H", "S", "H", "C", "H", "O", "H", "H", "H", "H", "C", "H", "H", "O", "C", "C", "H", "H", "H", "N"], "xyz": [[-1.581, 0.028, -2.222], [-2.187, 0.009, -2.959], [-0.768, 0.095, -2.717], [-2.203, -0.025, 0.275], [1.633, -1.150, -1.158], [1.762, 1.385, 1.258], [-2.023, 1.247, -0.682], [-1.575, -0.955, 0.004], [2.381, -0.985, 1.649], [-2.090, 2.180, -0.246], [2.287, -0.180, -1.937], [-1.075, 2.440, -0.085], [-0.833, -2.002, -1.682], [1.686, -0.088, 3.109], [0.171, -0.887, 1.697], [-0.008, 0.324, 0.149], [-0.691, -0.593, 2.323], [2.012, -1.051, -1.990], [-1.695, -1.350, -1.417], [1.549, -0.239, 2.068], [0.378, -1.931, 2.043], [-2.572, -1.709, -1.746], [-2.070, -1.718, 0.748], [-0.162, -0.648, 0.268]], "total_energy_ev": -22301.1966, "homo_lumo_gap_ev": 6.32, "homo_ev": -2.9, "max_force_ev_per_a": 5.12, "total_charge": -1}



2.
{"formula": "C4H15N2OS", "method": "ωB97M-V/def2-TZVPD", "symbols": ["O", "H", "S", "H", "H", "H", "H", "C", "H", "H", "C", "H", "N", "H", "H", "C", "H", "C", "H", "N", "H", "H", "H"], "xyz": [[-1.638, 3.180, -1.013], [-0.533, 0.521, 1.194], [1.755, 1.512, -1.905], [2.103, -0.467, -0.597], [1.313, -0.925, -2.051], [0.490, -1.496, 3.385], [1.212, 1.408, -3.119], [1.345, -0.126, -1.306], [-1.917, 2.865, -1.880], [0.552, 1.621, 0.414], [-0.352, -1.474, 0.093], [-2.237, 3.902, -0.785], [-0.259, 1.005, 0.296], [-1.460, -1.513, 1.831], [-0.785, -0.082, -1.446], [-0.050, -0.132, -0.640], [1.472, -1.403, 2.016], [0.531, -1.829, 2.352], [0.444, -2.175, -0.165], [-0.532, -1.249, 1.528], [-1.235, -1.967, -0.315], [0.605, -2.912, 2.284], [-0.824, 1.735, -0.172]], "total_energy_ev": -20247.9303, "homo_lumo_gap_ev": 10.24, "homo_ev": -13.0, "max_force_ev_per_a": 1.30, "total_charge": 1}



3.
{"formula": "C4H15N2OS", "method": "ωB97M-V/def2-TZVPD", "symbols": ["S", "O", "N", "H", "H", "H", "H", "H", "H", "H", "H", "C", "C", "H", "N", "H", "C", "H", "H", "H", "H", "C", "H"], "xyz": [[0.485, -2.867, -0.974], [3.459, -1.023, 0.843], [1.125, 0.092, -0.036], [4.263, -1.311, 0.404], [-1.742, 0.660, 1.853], [1.512, 1.000, -0.284], [0.221, -0.174, -1.921], [-1.666, -1.602, -1.017], [3.165, -1.789, 1.353], [-0.879, -1.602, 0.497], [-0.902, 2.822, 0.084], [-1.747, 1.686, 1.482], [-0.681, -1.523, -0.567], [-1.438, 2.279, 2.325], [-0.808, 1.856, 0.367], [-2.122, 0.632, -0.786], [-1.095, 1.008, -0.788], [-1.016, 1.601, -1.689], [-2.761, 1.958, 1.203], [1.670, -0.723, -0.159], [0.901, 0.121, 0.958], [-0.067, -0.157, -0.886], [0.122, -2.944, -2.261]], "total_energy_ev": -20247.8225, "homo_lumo_gap_ev": 10.22, "homo_ev": -13.1, "max_force_ev_per_a": 2.25, "total_charge": 1}



4.
{"formula": "C4H15N3O", "method": "ωB97M-V/def2-TZVPD", "symbols": ["H", "H", "H", "O", "H", "H", "N", "H", "H", "C", "N", "H", "N", "H", "H", "H", "H", "C", "H", "H", "C", "H", "C"], "xyz": [[3.996, 0.511, 2.048], [0.747, -0.244, 0.790], [-1.688, 1.605, -1.119], [0.089, -1.005, 2.617], [-0.613, -0.883, -2.136], [3.120, 1.534, 0.035], [-2.706, -0.847, -1.698], [0.648, 2.191, -0.599], [2.530, -0.311, 2.308], [-1.304, -0.654, -1.326], [3.078, 0.313, 1.719], [-0.092, -1.893, 2.296], [1.245, 0.447, 0.279], [1.018, 0.833, -1.731], [-3.321, -0.664, -0.894], [-1.300, 0.653, 0.317], [-0.977, -1.458, -0.662], [2.505, 0.848, 0.607], [-2.995, -1.740, -2.180], [-2.945, -0.237, -2.506], [-0.994, 0.749, -0.734], [-0.486, -0.839, 3.369], [0.447, 1.090, -0.803]], "total_energy_ev": -10899.7528, "homo_lumo_gap_ev": [2.81, 7.26], "homo_ev": [-6.7, -11.2], "max_force_ev_per_a": 4.22, "total_charge": 1, "spin_multiplicity": 2}